Entry from the OMol25 dataset: 2 unconnected molecules or ions with the total composition C3H6OS (ωB97M-V/def2-TZVPD).

Bonds (Å) are listed after each position.
Geometry (Å):
1 C 1.583 0.849 0.420  C2 1.451, O4 1.375, H6 1.095, H7 1.076
2 C 0.778 -0.017 -0.421  C1 1.451, O4 1.451, H8 1.124
3 C -0.976 -0.818 0.372  S5 1.765, H9 1.041, H10 1.182
4 O 1.998 -0.449 0.235  C1 1.375, C2 1.451
5 S -2.274 0.336 0.059  C3 1.765, H11 1.349
6 H 2.088 1.553 -0.250  C1 1.095
7 H 1.229 1.069 1.411  C1 1.076
8 H 0.830 -0.065 -1.543  C2 1.124
9 H -0.606 -0.775 1.344  C3 1.041
10 H -1.295 -1.937 0.168  C3 1.182
11 H -2.860 -0.089 -1.079  S5 1.349

- Kohn-Sham gap: 0.3475 Eh
- HOMO energy: -8.59 eV
- ΔE to the lowest compared entry with this formula, charge and spin: 92.5 kcal/mol
- Energy: -16086.9791 eV
- Multiplicity: 1
- LUMO energy: 0.0316 Eh

Results of the natural (NBO) charge analysis, in e, for atoms 1 through 8: number 1, C, carries -0.14; number 2, C, carries 0.08; number 3, C, carries -0.57; number 4, O, carries -0.50; number 5, S, carries -0.01; number 6, H, carries 0.18; number 7, H, carries 0.19; number 8, H, carries 0.19